(1)
{
  "formula": "C21H30BN3O2ReSe5",
  "method": "ωB97M-V with the def2-TZVPD basis set",
  "molar_mass_g_mol": 948.31,
  "e_homo_ev": [-6.870, -7.168],
  "orbital_gap_ev": [4.695, 4.916],
  "spin_multiplicity": 4,
  "relative_energy_kj_mol": 145.9,
  "e_tot_ha": -13243.31411,
  "species": ["Re", "C", "C", "C", "C", "C", "C", "C", "C", "C", "C", "H", "H", "H", "H", "H", "H", "H", "H", "H", "H", "H", "H", "H", "H", "H", "Se", "Se", "Se", "Se", "Se", "N", "C", "C", "C", "C", "N", "C", "N", "H", "H", "H", "C", "C", "C", "O", "B", "O", "C", "C", "C", "H", "H", "H", "H", "H", "H", "H", "H", "H", "H", "H", "H"],
  "xyz": [[-0.752, -0.169, 0.787], [0.792, 2.407, 1.020], [0.989, 1.180, 0.204], [0.568, 1.598, -1.159], [0.116, 2.886, -1.113], [0.225, 3.375, 0.241], [-0.196, 4.747, 0.670], [-0.343, 3.730, -2.263], [0.699, 0.752, -2.388], [2.373, 0.536, 0.284], [1.248, 2.583, 2.434], [0.457, 5.510, 0.237], [-0.161, 4.852, 1.755], [-1.215, 4.966, 0.338], [0.448, 4.432, -2.543], [-1.224, 4.323, -2.005], [-0.568, 3.129, -3.144], [1.615, 0.999, -2.933], [-0.138, 0.920, -3.075], [0.720, -0.309, -2.140], [3.142, 1.293, 0.103], [2.471, -0.250, -0.467], [2.554, 0.087, 1.262], [2.089, 3.282, 2.478], [1.571, 1.644, 2.870], [0.453, 2.992, 3.065], [-2.835, -1.794, 0.903], [-2.366, -3.090, 2.722], [-1.417, -1.510, 4.185], [0.356, -0.761, 2.864], [-3.142, 1.526, -1.958], [-3.986, 2.789, -1.071], [-3.582, 2.741, 0.191], [-4.014, 3.530, 1.284], [-3.462, 3.267, 2.508], [-2.480, 2.257, 2.670], [-2.047, 1.523, 1.678], [-2.599, 1.742, 0.472], [-2.224, 0.979, -0.546], [-4.767, 4.293, 1.145], [-3.775, 3.829, 3.376], [-2.033, 2.051, 3.635], [2.513, -4.481, 0.445], [1.137, -4.046, -0.044], [0.141, -5.175, 0.212], [0.715, -2.915, 0.739], [0.235, -1.913, -0.079], [0.401, -2.251, -1.401], [1.115, -3.497, -1.519], [2.498, -3.152, -2.068], [0.375, -4.377, -2.515], [2.422, -4.860, 1.463], [3.212, -3.646, 0.456], [2.907, -5.276, -0.190], [0.137, -5.397, 1.278], [0.424, -6.075, -0.338], [-0.870, -4.878, -0.065], [3.006, -2.451, -1.406], [2.379, -2.673, -3.040], [3.113, -4.044, -2.190], [-0.660, -4.528, -2.214], [0.867, -5.345, -2.611], [0.374, -3.890, -3.491]],
  "mulliken_spin": [2.8522, -0.0059, 0.1196, -0.0280, -0.0043, 0.0225, -0.0047, -0.0012, 0.0163, 0.0300, -0.0108, 0.0018, -0.0011, 0.0021, 0.0009, 0.0003, -0.0005, 0.0018, -0.0036, -0.0094, 0.0023, -0.0016, -0.0041, -0.0008, -0.0061, -0.0016, 0.0472, 0.0369, 0.0562, 0.0807, 0.0039, 0.0184, -0.0069, 0.0051, -0.0048, 0.0180, -0.0358, -0.0209, 0.0315, -0.0002, 0.0004, 0.0035, 0.0009, -0.0049, 0.0015, -0.0287, -0.1341, -0.0381, -0.0016, 0.0001, 0.0012, 0.0003, 0.0006, 0.0001, -0.0008, -0.0001, 0.0032, 0.0007, 0.0000, -0.0003, 0.0001, 0.0002, 0.0003]
}

=====

(2)
{
  "formula": "C21H30F3N3O2",
  "method": "ωB97M-V with the def2-TZVPD basis set",
  "molar_mass_g_mol": 413.48,
  "e_homo_ev": -8.395,
  "smiles": "CC(=O)NCCC(=O)N(C)CC1CCN(CCc2cccc(C(F)(F)F)c2)CC1",
  "orbital_gap_ev": 8.872,
  "relative_energy_kj_mol": 13.2,
  "e_tot_ha": -1432.62609,
  "species": ["C", "C", "O", "N", "C", "C", "C", "O", "N", "C", "C", "C", "C", "C", "N", "C", "C", "C", "C", "C", "C", "C", "C", "F", "F", "F", "C", "C", "C", "H", "H", "H", "H", "H", "H", "H", "H", "H", "H", "H", "H", "H", "H", "H", "H", "H", "H", "H", "H", "H", "H", "H", "H", "H", "H", "H", "H", "H", "H"],
  "xyz": [[-6.613, -3.203, 1.420], [-5.789, -3.146, 0.149], [-6.235, -3.396, -0.953], [-4.494, -2.825, 0.364], [-3.568, -2.597, -0.717], [-3.502, -1.117, -1.114], [-3.044, -0.252, 0.048], [-2.904, -0.699, 1.175], [-2.811, 1.051, -0.238], [-3.042, 1.619, -1.545], [-2.365, 1.921, 0.834], [-0.844, 2.139, 0.893], [-0.078, 0.816, 0.914], [1.424, 1.091, 1.053], [1.944, 1.953, 0.011], [2.172, 1.311, -1.270], [3.682, 1.303, -1.593], [4.414, 0.475, -0.585], [4.841, 1.035, 0.615], [5.460, 0.260, 1.579], [5.668, -1.092, 1.365], [5.241, -1.654, 0.171], [5.443, -3.113, -0.115], [5.954, -3.799, 0.916], [6.278, -3.317, -1.155], [4.292, -3.731, -0.447], [4.618, -0.880, -0.799], [1.213, 3.200, -0.046], [-0.298, 3.005, -0.243], [-6.623, -2.227, 1.901], [-7.630, -3.497, 1.178], [-6.181, -3.926, 2.108], [-4.200, -2.454, 1.256], [-3.912, -3.187, -1.570], [-2.579, -2.940, -0.404], [-2.822, -0.999, -1.959], [-4.497, -0.793, -1.429], [-4.048, 1.387, -1.901], [-2.944, 2.700, -1.482], [-2.324, 1.249, -2.282], [-2.874, 2.885, 0.742], [-2.677, 1.444, 1.766], [-0.649, 2.663, 1.837], [-0.423, 0.191, 1.737], [-0.263, 0.272, -0.016], [1.989, 0.157, 1.046], [1.611, 1.588, 2.011], [1.813, 0.277, -1.261], [1.652, 1.840, -2.075], [3.827, 0.899, -2.596], [4.045, 2.331, -1.568], [4.673, 2.086, 0.791], [5.786, 0.708, 2.505], [6.151, -1.703, 2.111], [4.293, -1.343, -1.720], [1.627, 3.812, -0.851], [1.385, 3.726, 0.899], [-0.794, 3.978, -0.258], [-0.469, 2.515, -1.202]],
  "lowdin_charge": [-0.0016, -0.5536, 0.0444, 0.0458, -0.1686, -0.0773, -0.4526, 0.0427, -0.0962, -0.0492, -0.1215, -0.2947, -0.1319, -0.1765, -0.1773, -0.1828, -0.1252, -0.2263, -0.0355, -0.0577, -0.0156, -0.1200, -0.5868, 0.1369, 0.1359, 0.1341, 0.0291, -0.1818, -0.1450, 0.0796, 0.0793, 0.0804, 0.1232, 0.1214, 0.1257, 0.1186, 0.1277, 0.0918, 0.0893, 0.0916, 0.1271, 0.1243, 0.1471, 0.1192, 0.1159, 0.1196, 0.1251, 0.1229, 0.1169, 0.1149, 0.1172, 0.1145, 0.1057, 0.1163, 0.1320, 0.1204, 0.1227, 0.1176, 0.1005]
}

=====

(3)
{
  "formula": "C21H30LaN2Si",
  "method": "ωB97M-V with the def2-TZVPD basis set",
  "molar_mass_g_mol": 477.48,
  "total_charge": 1,
  "e_homo_ev": -9.166,
  "orbital_gap_ev": 5.702,
  "relative_energy_kj_mol": 149.2,
  "e_tot_ha": -1248.49542,
  "species": ["C", "C", "C", "H", "C", "C", "H", "H", "H", "H", "La", "C", "H", "H", "H", "Si", "C", "C", "H", "C", "H", "C", "H", "C", "H", "C", "H", "C", "C", "H", "C", "H", "C", "H", "C", "H", "C", "H", "H", "H", "N", "C", "C", "C", "N", "H", "H", "H", "H", "H", "H", "H", "H", "H", "H"],
  "xyz": [[0.560, 1.404, 0.901], [1.052, 1.947, -0.326], [-0.084, 2.343, -1.107], [2.103, 2.152, -0.543], [-1.268, 2.008, -0.370], [-0.861, 1.457, 0.870], [-1.491, 1.357, 1.759], [1.146, 1.285, 1.819], [-0.058, 2.905, -2.045], [-2.283, 2.347, -0.607], [0.037, -0.234, -1.266], [-0.666, -4.146, -4.376], [0.693, 1.000, -3.013], [-0.765, -4.783, -3.455], [-1.009, -3.096, -4.117], [0.331, -0.052, -4.134], [1.498, -0.749, -5.346], [2.397, 0.288, -5.663], [2.209, 1.297, -5.286], [3.451, 0.021, -6.527], [4.203, 0.788, -6.721], [3.547, -1.269, -7.081], [4.414, -1.513, -7.684], [2.586, -2.266, -6.855], [2.667, -3.265, -7.305], [1.512, -1.991, -5.991], [0.690, -2.692, -5.878], [-1.078, 0.443, -5.259], [-0.915, 0.546, -6.657], [-0.034, 0.102, -7.128], [-1.900, 1.162, -7.448], [-1.739, 1.287, -8.511], [-3.121, 1.550, -6.904], [-3.896, 2.010, -7.516], [-3.346, 1.221, -5.569], [-4.331, 1.380, -5.165], [-2.373, 0.642, -4.759], [-2.612, 0.283, -3.753], [0.365, -4.289, -4.789], [-1.427, -4.668, -4.970], [1.514, -1.382, 0.525], [1.354, -2.727, 1.144], [0.295, -2.795, 2.238], [-0.742, -1.672, 2.304], [-1.345, -1.408, 0.971], [1.540, -0.650, 1.241], [2.430, -1.295, 0.086], [1.102, -3.411, 0.330], [2.323, -2.998, 1.576], [-0.232, -3.754, 2.123], [0.771, -2.866, 3.227], [-1.538, -1.987, 2.991], [-0.308, -0.752, 2.699], [-2.142, -0.779, 1.078], [-1.775, -2.268, 0.627]],
  "lowdin_charge": [-0.2459, -0.2627, -0.2914, 0.1195, -0.2022, -0.2195, 0.1182, 0.1196, 0.1135, 0.1198, 1.7145, -0.0716, -0.1190, 0.0211, 0.0076, 0.5440, -0.3974, -0.1466, 0.0955, -0.0728, 0.1078, -0.0791, 0.1008, -0.0658, 0.1117, -0.0932, 0.0669, -0.3424, -0.0761, 0.1015, -0.0734, 0.1035, -0.0772, 0.1103, -0.0976, 0.0970, -0.1355, 0.0734, 0.0235, 0.0196, -0.1308, -0.2189, -0.1769, -0.2400, -0.0754, 0.0534, 0.0951, 0.1143, 0.1213, 0.1197, 0.1228, 0.1243, 0.1039, 0.0756, 0.0916]
}